[1]
# C24H41BBrN5O3P

5 unconnected molecules or ions with the total composition C24H41BBrN5O3P at a distorted geometry (the ωB97M-V functional and the def2-TZVPD basis, OMol25).

Geometry as XYZ:
```
76
Properties=species:S:1:pos:R:3:forces:R:3:lowdin_charge:R:1
C -1.3171 -0.8479 -4.4156 -0.07 0.00 0.33 -0.118
C -0.7921 -1.3368 -3.0655 -0.18 0.19 -0.17 -0.297
C -1.3658 -2.6956 -2.7165 0.21 -0.29 -0.10 -0.313
N -0.9141 -3.2085 -1.4343 0.05 0.45 0.07 -0.025
B -1.1459 -2.4637 -0.1459 -0.86 -1.21 0.26 -1.220
Br 0.5060 -1.1728 0.2055 0.45 0.37 0.00 0.630
O -1.2795 -3.4199 0.9595 0.12 0.49 -0.33 -0.155
C -0.1686 -4.2040 1.3101 -0.19 -0.26 0.11 -0.241
C 0.3755 -3.7346 2.6540 -0.13 -0.01 -0.05 -0.206
O 1.7239 -4.1156 2.8636 -0.03 -0.09 0.23 -0.155
C 2.6628 -3.1568 2.4243 0.43 0.00 -0.09 -0.299
C 2.6500 -1.8713 3.2323 -0.46 0.17 -0.25 -0.091
P -2.8122 -1.3464 -0.1185 -0.07 0.57 -0.74 0.863
C -2.4521 0.1105 0.9239 -0.53 -0.08 0.36 -0.359
O -3.8397 -2.1348 0.9562 -0.07 -0.03 0.05 -0.370
H -0.7271 -0.0137 -4.7900 0.06 0.04 -0.13 0.059
H -1.3289 -1.6484 -5.1553 0.11 -0.02 -0.14 0.062
H -2.3408 -0.4933 -4.2964 -0.11 -0.01 -0.10 0.066
H 0.2959 -1.3868 -3.0474 0.10 -0.04 0.00 0.098
H -1.0863 -0.6008 -2.3169 0.09 -0.01 0.17 0.059
H -2.4600 -2.6479 -2.8027 -0.11 0.12 0.08 0.092
H -1.0343 -3.3845 -3.5032 -0.01 -0.09 -0.02 0.107
H -1.1499 -4.1825 -1.3274 -0.05 -0.07 0.02 0.094
H -0.5066 -5.2402 1.4149 0.06 -0.13 -0.07 0.118
H 0.6163 -4.1981 0.5512 0.09 0.19 -0.06 0.109
H -0.2067 -4.1847 3.4573 -0.03 -0.03 0.11 0.122
H 0.2258 -2.6568 2.7081 0.14 0.09 0.01 0.092
H 2.5329 -2.9326 1.3617 -0.11 0.03 -0.03 0.077
H 3.6373 -3.6382 2.5279 0.03 -0.13 0.06 0.101
H 3.5822 -1.3265 3.1008 0.15 0.00 0.11 0.067
H 1.8526 -1.2136 2.8857 -0.02 0.04 0.01 0.032
H 2.4700 -2.0797 4.2845 0.23 -0.05 0.15 0.077
H -3.4209 0.5510 1.1712 -0.06 0.09 -0.03 0.013
H -1.8984 0.8493 0.3546 0.26 0.02 0.03 -0.001
H -1.9675 -0.1340 1.8681 0.30 -0.01 -0.04 0.027
H -3.6679 -3.0763 0.8944 0.21 -0.26 0.22 0.017
N 7.0696 -1.6863 4.5285 0.02 -0.01 0.00 0.001
C 6.0687 -2.5375 4.9091 0.01 0.00 -0.02 -0.144
C 5.5590 -2.0802 6.0935 0.02 0.00 0.04 -0.111
C 6.2832 -0.9069 6.4416 -0.01 -0.01 0.01 -0.115
C 7.2072 -0.6891 5.4553 0.00 -0.02 -0.02 -0.149
H 7.6155 -1.7775 3.6930 -0.01 0.01 -0.03 0.140
H 5.7987 -3.3849 4.3029 -0.04 0.00 0.00 0.105
H 4.7512 -2.5311 6.6442 -0.02 0.00 0.00 0.091
H 6.1355 -0.2895 7.3116 -0.01 0.01 0.00 0.086
H 7.9410 0.0883 5.3313 0.00 0.01 0.00 0.100
N -3.9501 5.1829 -1.0855 -0.01 -0.01 -0.02 -0.009
C -2.7265 4.6609 -1.4180 -0.04 0.02 -0.05 -0.151
C -2.8104 3.2974 -1.3165 -0.01 0.00 -0.10 -0.110
C -4.1361 2.9826 -0.9091 -0.03 -0.05 -0.02 -0.106
C -4.8134 4.1643 -0.7734 0.04 0.04 -0.03 -0.145
H -4.1754 6.1589 -1.0637 0.00 0.02 0.01 0.136
H -1.9046 5.3003 -1.6916 0.02 0.00 0.03 0.102
H -2.0141 2.5987 -1.5130 0.00 -0.02 0.03 0.094
H -4.5342 1.9969 -0.7326 0.03 -0.02 -0.01 0.090
H -5.8288 4.3676 -0.4795 -0.01 -0.01 0.01 0.101
N 3.6153 2.2950 0.3856 0.04 0.02 0.01 0.001
C 2.3947 1.9726 0.9103 0.04 -0.04 -0.03 -0.136
C 1.9900 3.0233 1.6895 0.02 0.05 0.01 -0.107
C 3.0089 4.0162 1.6311 -0.03 -0.01 0.01 -0.127
C 4.0005 3.5363 0.8170 -0.01 -0.03 -0.02 -0.163
H 4.1453 1.7029 -0.2255 -0.01 -0.03 -0.01 0.140
H 1.9253 1.0286 0.6801 -0.05 0.07 0.05 0.012
H 1.0648 3.0727 2.2384 -0.01 -0.01 0.00 0.089
H 3.0124 4.9719 2.1290 0.00 0.01 0.01 0.080
H 4.9372 3.9686 0.5094 0.01 0.01 0.01 0.094
N -3.9868 3.1378 -4.8758 -0.01 0.06 0.04 0.016
C -3.2730 2.9844 -6.0305 -0.01 0.05 0.03 -0.148
C -3.9612 2.1182 -6.8384 -0.02 -0.01 -0.01 -0.122
C -5.1354 1.7308 -6.1366 0.00 0.00 -0.03 -0.119
C -5.1180 2.3753 -4.9279 0.00 0.03 0.00 -0.141
H -3.7106 3.6997 -4.0884 0.06 -0.11 0.09 0.124
H -2.3387 3.4979 -6.1776 0.02 -0.01 0.00 0.101
H -3.6524 1.7901 -7.8167 0.01 -0.01 -0.01 0.083
H -5.8970 1.0483 -6.4744 0.00 -0.01 0.00 0.084
H -5.8059 2.3502 -4.1007 0.01 -0.02 0.02 0.104
```
Positions in Å, forces in eV/Å.

Output
lowest unoccupied orbital energy	2.42	eV
ΔE to the lowest compared entry with this formula, charge and spin	24.1	kJ/mol
HOMO level	-3.624	eV
net charge	-1
electronic energy	-119157.0685	eV
Kohn-Sham gap	6.04	eV
molar mass	569.31	g/mol


[2]
# C32H28AsBrCsI2N5O4

A molecular structure, C32H28AsBrCsI2N5O4 (the ωB97M-V functional and the def2-TZVPD basis, OMol25).

Geometry as XYZ:
```
74
Properties=species:S:1:pos:R:3:forces:R:3:lowdin_charge:R:1
Cs -0.3534 -2.3356 -1.5462 0.48 -0.71 0.15 1.024
O -6.3066 -1.8726 1.6195 0.15 -0.15 -0.17 0.023
C -5.2752 -1.8703 2.4836 -0.01 -0.09 -0.05 -0.285
C -5.5639 -1.6305 3.8274 -0.05 0.02 0.02 -0.040
C -4.5596 -1.6346 4.7758 -0.04 0.03 0.09 -0.118
C -3.2449 -1.8783 4.4029 0.08 0.00 0.07 -0.114
C -2.9577 -2.1130 3.0696 0.09 0.01 -0.05 -0.040
C -3.9446 -2.1123 2.0914 -0.05 0.01 -0.17 -0.065
C -3.5115 -2.3501 0.6592 -0.18 -0.02 0.08 -0.517
O -2.3121 -2.5613 0.4091 -0.12 0.09 0.33 -0.271
N -4.5112 -2.2798 -0.2194 -0.23 -0.02 0.29 -0.006
N -4.1335 -2.4849 -1.5302 -0.05 0.17 0.00 -0.310
C -4.7574 -1.7989 -2.4176 0.13 -0.12 0.25 -0.124
C -4.4576 -1.8159 -3.8291 0.10 0.03 -0.12 -0.199
C -5.5156 -1.7458 -4.7411 -0.05 0.01 0.10 -0.084
C -5.3129 -1.7171 -6.1013 -0.10 0.00 -0.12 -0.146
C -3.9907 -1.7213 -6.5718 -0.05 0.00 -0.07 -0.128
C -2.9297 -1.7357 -5.7082 0.07 -0.01 0.17 -0.033
C -3.0905 -1.7674 -4.2777 0.16 0.18 -0.32 -0.468
O -2.0883 -1.6877 -3.5064 -0.46 -0.02 -0.36 -0.388
H -5.9040 -2.1031 0.7273 0.01 0.22 0.04 0.066
H -6.5958 -1.4482 4.1014 0.00 0.00 -0.01 0.105
H -4.8067 -1.4480 5.8152 0.00 0.00 0.00 0.090
H -2.4543 -1.8838 5.1428 0.00 0.00 0.00 0.088
H -1.9441 -2.3047 2.7391 -0.01 -0.01 -0.01 0.108
H -5.5467 -1.1399 -2.0467 0.00 -0.02 0.01 0.133
H -6.5291 -1.7361 -4.3480 0.01 0.00 -0.01 0.102
H -6.1516 -1.6914 -6.7859 0.03 0.00 0.00 0.076
H -3.8051 -1.6989 -7.6418 0.00 0.00 0.01 0.087
H -1.9098 -1.7151 -6.0744 0.00 -0.01 0.00 0.102
Br 9.6354 4.5847 6.0730 0.04 0.03 0.05 0.656
C 8.6111 3.6817 4.7453 0.04 0.00 -0.02 -0.716
C 9.2372 3.2340 3.5921 -0.02 0.06 0.13 -0.154
C 8.4874 2.5799 2.6339 -0.12 0.03 0.11 -0.044
C 7.1149 2.3665 2.8134 0.06 0.11 0.14 -0.280
C 6.5072 2.8296 3.9923 0.12 -0.04 -0.13 -0.032
C 7.2535 3.4843 4.9517 0.10 0.04 0.03 -0.150
N 6.4651 1.6936 1.7883 -0.35 -0.18 -0.19 0.009
N 5.2077 1.5396 1.9913 0.38 0.06 0.04 0.048
C 4.5077 0.8731 1.0585 -0.06 0.02 0.00 -0.263
C 5.0705 0.3356 -0.1201 0.06 -0.09 -0.15 -0.026
C 4.3358 -0.3365 -1.0469 0.18 0.03 -0.07 -0.020
C 2.9197 -0.5455 -0.9045 -0.12 0.00 -0.08 -0.396
O 2.2363 -1.1217 -1.7609 0.39 0.16 0.11 -0.170
C 2.3196 -0.0140 0.3434 0.04 0.14 0.16 -0.163
N 1.0037 -0.2359 0.5123 0.01 -0.10 -0.05 0.068
C 0.4144 0.2165 1.5931 -0.24 -0.05 0.01 -0.153
C 1.0910 0.9392 2.5831 0.09 0.04 0.05 -0.059
C 2.4317 1.1740 2.4305 0.07 -0.06 -0.15 -0.015
C 3.1010 0.6882 1.2850 -0.34 -0.07 0.04 -0.096
H 10.2968 3.3942 3.4450 0.01 0.02 0.03 0.090
H 8.9499 2.2192 1.7252 -0.03 -0.02 -0.03 0.102
H 5.4502 2.6647 4.1359 -0.02 -0.01 -0.01 0.091
H 6.7847 3.8399 5.8599 0.02 0.01 0.01 0.092
H 6.1338 0.4822 -0.2588 -0.01 -0.02 -0.04 0.096
H 4.7896 -0.7366 -1.9456 0.02 0.01 0.01 0.102
H -0.6456 -0.0063 1.6919 0.02 0.01 0.01 0.103
H 0.5563 1.2955 3.4543 -0.01 0.00 0.00 0.097
H 2.9959 1.7222 3.1713 0.03 0.01 0.01 0.096
C 0.5711 2.3664 -1.8279 -0.02 0.06 0.05 -0.331
As -0.7522 0.9442 -2.1491 -0.05 0.50 -0.08 1.015
C -1.3816 1.5843 -3.8916 -0.02 -0.02 -0.04 -0.328
C -2.2059 1.7426 -1.0878 0.00 0.01 0.00 -0.316
H 0.1790 3.3513 -2.0913 -0.02 0.00 0.00 0.013
H 1.4672 2.1666 -2.4158 0.00 -0.02 -0.01 0.016
H 0.8529 2.3621 -0.7737 0.00 -0.01 -0.01 0.006
H -1.6025 2.6537 -3.8783 0.00 0.00 0.03 0.014
H -2.2745 1.0181 -4.1533 -0.02 0.00 -0.02 0.008
H -0.6249 1.3789 -4.6491 0.02 0.00 0.01 0.020
H -2.3757 2.7841 -1.3698 0.01 0.00 0.00 0.015
H -1.9551 1.6943 -0.0273 0.02 -0.01 -0.01 0.005
H -3.1201 1.1695 -1.2468 0.01 -0.01 -0.01 0.014
I -3.2090 -4.5382 -2.0724 -0.24 -0.30 -0.07 0.559
I -2.3670 -7.2375 -2.7183 0.03 0.05 0.01 -0.294
```
Positions in Å, forces in eV/Å.

Output
lowest unoccupied orbital energy	3.17	eV
ΔE to the lowest compared entry with this formula, charge and spin	0.0	kJ/mol
HOMO level	-2.641	eV
net charge	-2
electronic energy	-196912.7570	eV
Kohn-Sham gap	5.81	eV
molar mass	1088.15	g/mol